{
  "formula": "C6H10",
  "method": "ωB97M-V/def2-TZVPD",
  "spin_multiplicity": 1,
  "energy_ev": -6382.5003,
  "gap_ev": 10.87,
  "largest_force_ev_per_a": 0.499,
  "lumo_energy_ev": 0.94,
  "symbols": ["C", "C", "C", "C", "C", "C", "H", "H", "H", "H", "H", "H", "H", "H", "H", "H"],
  "coordinates": [[-0.948, 0.938, -0.870], [-0.058, 0.031, -0.009], [-0.532, 0.110, 1.452], [-0.119, -1.402, -0.569], [1.366, 0.418, -0.046], [2.560, 0.579, -0.018], [-0.920, 1.978, -0.528], [-1.985, 0.585, -0.797], [-0.653, 0.909, -1.924], [0.064, -0.538, 2.101], [-0.431, 1.138, 1.819], [-1.586, -0.179, 1.534], [-1.144, -1.787, -0.566], [0.248, -1.402, -1.602], [0.519, -2.076, 0.012], [3.620, 0.698, 0.009]],
  "forces_ev_per_angstrom": [[0.0, 0.1, -0.1], [0.0, 0.0, 0.0], [0.0, 0.0, 0.1], [0.0, -0.1, 0.0], [0.5, 0.1, 0.0], [-0.4, 0.0, 0.0], [0.0, -0.1, 0.0], [0.2, 0.1, 0.0], [0.0, 0.0, 0.2], [-0.1, 0.1, -0.1], [0.0, -0.2, 0.0], [0.2, 0.0, -0.1], [0.1, 0.1, 0.1], [-0.1, 0.0, 0.2], [-0.1, 0.1, 0.0], [-0.2, 0.1, 0.0]],
  "nbo_charge": [-0.59, -0.14, -0.59, -0.58, 0.00, -0.25, 0.21, 0.21, 0.21, 0.22, 0.22, 0.21, 0.21, 0.21, 0.22, 0.24]
}



{
  "formula": "C6H4O",
  "method": "ωB97M-V/def2-TZVPD",
  "spin_multiplicity": 1,
  "energy_ev": -8326.6631,
  "gap_ev": [6.99, 7.00],
  "largest_force_ev_per_a": 1.221,
  "lumo_energy_ev": [-1.77, -1.77],
  "symbols": ["C", "C", "C", "C", "O", "C", "C", "H", "H", "H", "H"],
  "coordinates": [[-1.355, -0.575, -0.806], [-0.540, 0.482, -0.109], [-0.579, 1.775, 0.216], [0.753, 1.638, 0.800], [1.626, 2.191, 1.375], [1.028, 0.036, 0.512], [1.663, -1.015, 0.521], [-2.386, -0.219, -1.017], [-1.424, -1.471, -0.180], [-0.877, -0.845, -1.758], [2.090, -1.997, 0.446]],
  "forces_ev_per_angstrom": [[0.3, -0.1, 0.1], [-0.7, 0.2, -0.3], [0.5, -0.3, 0.1], [0.3, 0.2, 0.4], [-0.5, 0.4, -0.2], [0.0, -1.2, -0.4], [-0.6, 0.2, -0.3], [0.8, 0.2, 0.3], [0.0, 0.1, -0.1], [-0.1, 0.0, 0.2], [0.1, 0.3, 0.1]],
  "nbo_charge": [-0.68, 0.13, -0.31, 0.60, -0.45, -0.28, 0.01, 0.27, 0.23, 0.24, 0.24]
}



{
  "formula": "C21H26Cl2NO3P2",
  "method": "ωB97M-V/def2-TZVPD",
  "spin_multiplicity": 1,
  "charge": -1,
  "energy_ev": -73457.6188,
  "gap_ev": 6.69,
  "largest_force_ev_per_a": 1.524,
  "lumo_energy_ev": 2.33,
  "symbols": ["C", "C", "Cl", "C", "Cl", "N", "P", "P", "O", "O", "O", "H", "H", "H", "H", "H", "H", "H", "H", "C", "C", "C", "C", "C", "C", "H", "H", "H", "H", "H", "H", "C", "C", "C", "C", "C", "C", "H", "H", "H", "H", "H", "H", "C", "C", "C", "C", "C", "C", "H", "H", "H", "H", "H", "H"],
  "coordinates": [[-2.902, -1.630, 5.917], [-3.350, -1.578, 4.463], [-5.015, -2.319, 4.431], [-3.284, -0.137, 3.945], [-4.605, 0.183, 2.604], [-1.976, 0.059, 3.477], [-1.833, 1.172, 2.292], [-0.649, 0.357, 0.667], [0.308, 1.337, 0.075], [0.153, -0.988, 1.048], [-1.746, -0.117, -0.416], [-3.720, -1.345, 6.576], [-2.600, -2.643, 6.179], [-2.050, -0.972, 6.066], [-2.756, -2.223, 3.830], [-3.590, 0.564, 4.731], [-0.935, 2.222, 2.641], [1.045, -0.875, 0.688], [-2.568, 0.358, -0.222], [-2.611, 4.309, 6.705], [-2.190, 3.140, 6.086], [-1.910, 2.013, 6.842], [-2.062, 2.048, 8.221], [-2.488, 3.215, 8.843], [-2.759, 4.346, 8.085], [-2.826, 5.188, 6.111], [-2.069, 3.100, 5.012], [-1.574, 1.115, 6.342], [-1.848, 1.166, 8.812], [-2.608, 3.242, 9.919], [-3.088, 5.257, 8.571], [0.542, -0.312, -3.425], [1.193, 0.813, -2.933], [2.064, 1.512, -3.759], [2.281, 1.096, -5.066], [1.627, -0.028, -5.553], [0.758, -0.734, -4.731], [-0.141, -0.855, -2.783], [1.010, 1.129, -1.910], [2.576, 2.387, -3.378], [2.960, 1.647, -5.707], [1.790, -0.352, -6.574], [0.250, -1.612, -5.110], [4.924, -3.393, -9.324], [4.874, -2.017, -9.146], [4.373, -1.488, -7.964], [3.927, -2.333, -6.958], [3.979, -3.709, -7.136], [4.475, -4.239, -8.319], [5.312, -3.806, -10.247], [5.225, -1.357, -9.929], [4.329, -0.415, -7.825], [3.540, -1.919, -6.036], [3.631, -4.368, -6.350], [4.511, -5.312, -8.459]],
  "forces_ev_per_angstrom": [[0.2, -0.3, -0.1], [-0.7, -0.1, 0.4], [0.0, -0.1, 0.0], [0.7, -0.1, -0.4], [-0.4, -0.3, 0.3], [-0.4, 0.1, 0.1], [-0.4, 0.6, -0.2], [1.1, 1.1, 0.2], [-0.2, -0.2, 0.0], [-0.2, -0.3, -0.3], [-0.1, -0.3, 0.2], [0.0, 0.2, 0.0], [0.0, 0.0, 0.0], [0.1, 0.0, 0.0], [0.1, 0.1, -0.2], [-0.4, -0.1, -0.1], [0.5, -0.4, 0.0], [-0.1, 0.0, 0.1], [-0.1, -0.1, 0.0], [0.0, 0.0, 0.0], [0.0, 0.1, -0.1], [0.0, 0.0, 0.0], [0.0, 0.0, 0.0], [0.0, 0.0, 0.0], [0.0, 0.0, 0.0], [0.0, 0.0, 0.0], [0.0, 0.0, 0.0], [0.0, 0.0, 0.0], [0.0, 0.0, 0.0], [0.0, 0.0, 0.0], [0.0, 0.0, 0.0], [0.0, 0.0, 0.0], [0.0, 0.0, 0.0], [0.0, 0.0, 0.0], [0.0, 0.0, 0.0], [0.0, 0.0, 0.0], [0.0, 0.0, 0.0], [0.0, 0.0, 0.0], [0.0, 0.0, -0.1], [0.0, 0.0, 0.0], [0.0, 0.0, 0.0], [0.0, 0.0, 0.0], [0.0, 0.0, 0.0], [0.0, 0.0, 0.0], [0.0, 0.0, 0.0], [0.0, 0.0, 0.0], [0.0, 0.0, 0.0], [0.0, 0.0, 0.0], [0.0, 0.0, 0.0], [0.0, 0.0, 0.0], [0.0, 0.0, 0.0], [0.0, 0.0, 0.0], [0.0, 0.0, 0.0], [0.0, 0.0, 0.0], [0.0, 0.0, 0.0]],
  "nbo_charge": [-0.62, -0.18, -0.12, 0.04, -0.24, -1.09, 0.40, 2.00, -1.16, -0.99, -1.00, 0.21, 0.21, 0.22, 0.23, 0.16, -0.07, 0.50, 0.51, -0.22, -0.21, -0.16, -0.22, -0.23, -0.22, 0.21, 0.23, 0.22, 0.21, 0.20, 0.20, -0.23, -0.16, -0.23, -0.23, -0.24, -0.21, 0.22, 0.26, 0.21, 0.20, 0.21, 0.20, -0.22, -0.22, -0.20, -0.21, -0.21, -0.22, 0.21, 0.21, 0.21, 0.23, 0.21, 0.21]
}



{
  "formula": "C4H6I2O2",
  "method": "ωB97M-V/def2-TZVPD",
  "spin_multiplicity": 1,
  "energy_ev": -24535.6286,
  "gap_ev": [8.01, 7.84],
  "largest_force_ev_per_a": 5.435,
  "lumo_energy_ev": [-0.23, -0.33],
  "symbols": ["C", "C", "C", "C", "O", "O", "I", "I", "H", "H", "H", "H", "H", "H"],
  "coordinates": [[0.286, -1.274, 0.221], [-0.382, -0.518, -0.904], [-1.331, -0.685, 1.670], [1.126, 1.413, -0.530], [-0.342, -1.459, 1.364], [-0.081, 0.947, -0.617], [0.823, 3.566, -0.153], [2.463, 1.182, -2.232], [1.086, -1.795, -0.118], [1.686, 0.727, 0.388], [-0.071, -0.579, -1.867], [-1.468, -0.685, -0.766], [-1.795, 0.074, 0.963], [-2.000, -0.913, 2.581]],
  "forces_ev_per_angstrom": [[-1.9, 1.4, -2.8], [0.0, 1.3, 5.3], [-4.0, 1.5, 1.6], [2.5, -1.4, 3.3], [0.7, 0.0, -0.4], [-3.8, -0.4, -1.3], [0.4, -0.8, 0.1], [-0.1, -0.1, -0.2], [2.4, -2.3, 0.5], [-0.9, 2.5, -2.3], [1.2, -1.2, -2.7], [0.3, 0.7, -0.5], [1.2, -1.0, 0.9], [1.8, -0.1, -1.5]],
  "nbo_charge": [0.01, -0.15, -0.10, -0.15, -0.34, -0.61, 0.13, 0.04, 0.19, 0.20, 0.22, 0.21, 0.17, 0.18]
}



{
  "formula": "C36H42GeN2O3SSn",
  "method": "ωB97M-V/def2-TZVPD",
  "spin_multiplicity": 2,
  "charge": 3,
  "energy_ev": -120286.9436,
  "s2": 0.762,
  "gap_ev": [4.38, 3.32],
  "largest_force_ev_per_a": 5.313,
  "lumo_energy_ev": [-10.05, -11.11],
  "symbols": ["Sn", "C", "O", "C", "C", "O", "C", "C", "O", "C", "H", "H", "H", "H", "H", "H", "H", "H", "H", "H", "H", "H", "H", "H", "C", "Ge", "C", "C", "C", "C", "C", "C", "C", "C", "C", "C", "C", "C", "C", "C", "C", "C", "H", "H", "H", "H", "H", "H", "H", "H", "H", "H", "H", "H", "H", "H", "H", "N", "C", "S", "N", "C", "C", "C", "C", "C", "C", "H", "H", "H", "H", "H", "H", "H", "H", "C", "C", "C", "C", "C", "C", "H", "H", "H", "H", "H"],
  "coordinates": [[9.850, 13.795, 10.143], [8.047, 15.810, 8.398], [8.712, 14.516, 8.180], [8.304, 13.680, 6.972], [9.534, 13.057, 6.367], [10.207, 12.273, 7.341], [11.344, 11.520, 6.786], [10.912, 10.075, 6.691], [11.546, 9.318, 7.712], [10.969, 8.078, 7.878], [8.543, 16.406, 9.178], [6.991, 15.669, 8.682], [8.188, 16.449, 7.504], [7.717, 14.273, 6.307], [7.643, 12.878, 7.279], [10.216, 13.827, 5.969], [9.185, 12.426, 5.531], [12.186, 11.738, 7.465], [11.561, 11.998, 5.769], [11.321, 9.688, 5.694], [9.802, 9.937, 6.756], [10.074, 8.123, 8.484], [11.790, 7.526, 8.468], [10.785, 7.498, 6.937], [15.548, 12.182, 10.213], [14.420, 10.485, 10.223], [15.436, 9.454, 8.866], [15.542, 8.018, 8.708], [16.479, 7.452, 7.883], [17.274, 8.258, 7.062], [17.107, 9.668, 7.052], [16.179, 10.221, 7.931], [14.644, 9.580, 11.962], [13.536, 9.561, 12.792], [13.495, 8.855, 14.045], [14.548, 8.027, 14.366], [15.660, 7.906, 13.498], [16.764, 7.028, 13.703], [17.903, 7.039, 12.921], [17.962, 8.034, 11.854], [16.987, 8.947, 11.670], [15.813, 8.870, 12.414], [16.644, 12.062, 10.051], [15.488, 12.648, 11.258], [15.154, 12.968, 9.564], [15.122, 7.440, 9.539], [16.641, 6.328, 7.760], [17.819, 7.815, 6.261], [17.629, 10.365, 6.444], [16.031, 11.254, 7.865], [12.637, 10.081, 12.457], [12.641, 8.977, 14.678], [14.524, 7.311, 15.198], [16.609, 6.231, 14.430], [18.578, 6.242, 13.112], [18.845, 8.101, 11.234], [17.153, 9.760, 10.943], [11.953, 15.774, 12.853], [11.299, 16.312, 11.777], [11.418, 15.871, 10.116], [10.389, 17.232, 12.104], [9.912, 18.220, 11.193], [10.687, 18.788, 10.158], [10.137, 19.481, 9.146], [8.788, 19.869, 9.252], [8.005, 19.392, 10.279], [8.573, 18.611, 11.250], [12.690, 15.059, 12.695], [12.054, 16.310, 13.739], [9.937, 17.272, 13.044], [11.803, 18.571, 10.148], [10.697, 19.801, 8.262], [8.440, 20.702, 8.595], [6.936, 19.515, 10.259], [7.901, 18.093, 11.906], [6.961, 13.344, 14.161], [6.347, 13.453, 12.900], [7.133, 13.677, 11.789], [8.531, 13.871, 11.924], [9.098, 13.708, 13.185], [8.336, 13.417, 14.306], [6.322, 13.200, 15.061], [5.244, 13.416, 12.815], [6.636, 13.622, 10.816], [10.190, 13.871, 13.298], [8.801, 13.115, 15.204]],
  "forces_ev_per_angstrom": [[-0.4, 0.6, -0.5], [-0.2, 0.4, -0.7], [0.0, -0.1, 0.5], [0.6, -0.3, 1.4], [0.2, 0.4, -0.3], [0.2, 0.5, 0.3], [-1.1, 1.7, -0.6], [1.2, -1.1, -1.3], [0.0, 1.9, -0.5], [1.8, -2.6, 0.8], [0.2, -0.7, 0.1], [0.4, 0.0, -0.4], [-0.4, -0.6, 0.2], [0.1, 0.8, -0.5], [-0.1, -0.1, 0.7], [-0.2, -0.2, 0.0], [0.1, 0.2, 0.1], [-0.2, -0.6, -0.4], [-0.1, -0.9, 1.3], [-0.9, 0.2, 1.1], [0.8, 0.4, -0.3], [-0.5, 0.0, 0.1], [-1.6, 0.3, -0.8], [0.1, 0.7, 0.6], [-0.9, 1.8, 1.8], [5.1, -1.5, -0.2], [-0.6, -0.6, -1.4], [0.0, 1.0, 2.5], [0.6, -1.4, -0.8], [-1.2, 1.8, -0.6], [-0.7, -1.4, 1.6], [-0.2, -1.2, 0.1], [-1.7, 0.2, 1.4], [-0.2, -0.2, 0.5], [0.9, 0.3, -1.1], [-0.5, -0.8, -0.4], [1.3, 1.8, -1.1], [-0.3, -0.3, -0.2], [-2.3, 1.4, -0.8], [1.6, -1.4, 1.4], [0.5, 0.4, -0.4], [-1.4, -0.7, -0.4], [-1.0, -0.6, -0.2], [-0.1, -0.8, -1.2], [0.2, -0.2, -0.2], [-0.4, -0.2, -0.8], [-0.5, 1.7, 0.6], [0.8, -0.4, -0.1], [0.6, 0.0, -0.7], [-0.2, 1.4, 0.0], [0.0, -0.1, 0.3], [-0.3, -0.1, 0.2], [-0.2, 0.6, -0.1], [0.3, 0.3, 0.2], [1.0, -0.2, -0.3], [0.1, -0.1, 0.0], [-0.3, -0.6, 0.3], [0.8, -0.3, -0.9], [-0.6, 0.4, 2.8], [0.4, -1.4, -0.5], [-0.4, 0.8, 0.2], [-1.0, 1.1, -0.9], [2.9, -2.3, 1.6], [-1.3, 1.6, -1.0], [0.5, 1.4, -0.9], [-0.1, 0.2, -0.5], [0.3, -1.8, 0.1], [-0.9, 0.9, 0.1], [-0.3, -0.5, -1.1], [1.1, -0.1, -0.8], [-1.5, 0.3, 0.0], [0.1, 0.0, 0.6], [0.0, -1.3, 0.2], [-0.2, 0.5, 0.3], [-0.2, 0.0, 0.7], [-1.1, -0.1, 0.5], [-0.2, 0.5, 0.9], [0.4, -0.3, -1.0], [-1.3, -0.4, -0.1], [1.8, 0.4, -0.3], [-0.7, -0.1, -1.3], [0.6, -0.1, -0.8], [0.9, -0.2, 0.0], [0.3, 0.3, 0.2], [-0.7, -0.4, 0.0], [0.5, 0.3, 1.0]],
  "lowdin_charge": [1.36, -0.05, -0.40, -0.07, -0.20, -0.25, -0.12, -0.20, -0.23, -0.13, 0.06, 0.11, 0.12, 0.14, 0.14, 0.14, 0.15, 0.12, 0.15, 0.16, 0.15, 0.08, 0.12, 0.11, -0.22, 1.29, -0.31, -0.08, -0.06, 0.00, -0.02, -0.12, -0.28, -0.13, -0.05, 0.00, -0.14, -0.01, -0.01, -0.03, -0.09, -0.17, 0.06, 0.05, 0.01, 0.12, 0.15, 0.11, 0.11, 0.07, 0.08, 0.10, 0.14, 0.12, 0.10, 0.11, 0.11, 0.14, -0.76, 0.67, 0.09, -0.27, -0.09, -0.06, -0.04, -0.07, -0.03, 0.14, 0.16, 0.20, 0.13, 0.13, 0.14, 0.12, 0.12, -0.03, -0.05, -0.13, -0.35, -0.16, -0.05, 0.14, 0.14, 0.11, 0.09, 0.11]
}



- What is the formula in the second record?
  C6H4O



- What is the formula in the third record?
  C21H26Cl2NO3P2